DFT (ωB97M-V/def2-TZVPD) results for a 8-piece molecular cluster, C23H51BF4NO16 overall.

energy	-2590.0663	Ha
frontier orbital gap	5.156	eV
E_HOMO	-3.0391	eV
total charge	-1

Last column: Löwdin charge in e.
CARTESIAN COORDINATES (ANGSTROEM)
N: -0.235 0.593 0.114  0.287
H: -0.508 1.544 -0.091  0.047
H: -1.032 -0.026 0.153  0.048
H: 0.133 0.569 1.054  0.087
H: 0.460 0.292 -0.554  0.063
C: -2.907 1.557 -1.203  -0.110
C: -2.399 2.990 -1.262  -0.634
C: -3.511 4.008 -0.867  -0.098
O: -1.275 3.145 -0.464  -0.281
H: -3.239 1.188 -0.233  0.055
H: -2.101 0.974 -1.648  0.042
H: -3.646 1.285 -1.956  0.054
H: -2.233 3.224 -2.314  0.102
H: -4.367 3.694 -1.465  0.046
H: -3.442 5.063 -1.131  0.049
H: -3.594 4.116 0.215  0.051
B: 2.143 3.245 -0.688  -1.380
F: 3.501 3.510 -0.665  0.111
F: 1.644 3.022 0.617  0.068
F: 1.440 4.334 -1.102  0.136
F: 1.754 2.146 -1.438  0.107
C: -1.260 -2.808 2.597  -0.044
C: -2.647 -2.257 2.377  -0.219
O: -3.214 -2.813 1.230  0.082
C: -2.895 -2.327 0.078  -0.546
O: -2.038 -1.474 -0.150  0.078
O: -3.553 -3.058 -0.870  -0.013
C: -3.522 -2.592 -2.269  0.005
H: -1.208 -3.897 2.563  0.080
H: -0.829 -2.506 3.552  0.088
H: -0.734 -2.465 1.706  0.068
H: -2.407 -1.199 2.275  0.089
H: -3.264 -2.297 3.275  0.132
H: -2.521 -2.881 -2.589  0.071
H: -3.532 -1.504 -2.343  0.087
H: -4.286 -3.086 -2.870  0.093
C: 0.065 -0.421 -3.958  -0.063
C: -0.211 0.603 -5.028  -0.185
O: 0.755 0.502 -6.103  0.034
C: 0.836 1.530 -6.977  -0.531
O: 0.044 2.426 -7.148  0.122
O: 1.940 1.391 -7.804  -0.029
C: 2.095 2.307 -8.886  -0.072
H: 0.924 -0.142 -3.347  0.072
H: 0.283 -1.459 -4.209  0.064
H: -0.640 -0.432 -3.126  0.068
H: -0.221 1.574 -4.532  0.138
H: -1.200 0.504 -5.474  0.122
H: 1.409 2.068 -9.698  0.090
H: 3.109 2.210 -9.274  0.086
H: 2.003 3.370 -8.664  0.092
C: -2.793 -0.056 6.752  -0.051
C: -1.560 0.830 6.397  -0.182
O: -0.924 0.329 5.210  0.030
C: -1.295 0.721 4.006  -0.467
O: -0.727 0.529 2.878  0.060
O: -2.622 1.054 4.009  -0.070
C: -3.322 1.391 2.823  -0.019
H: -2.655 -1.104 6.490  0.077
H: -3.555 0.274 6.046  0.060
H: -3.211 0.125 7.742  0.074
H: -0.862 1.005 7.217  0.119
H: -1.906 1.856 6.269  0.122
H: -4.366 1.127 2.988  0.098
H: -2.928 0.955 1.905  0.070
H: -3.241 2.478 2.848  0.109
C: 2.416 0.922 5.015  -0.061
C: 3.125 1.122 3.644  -0.192
O: 4.033 0.089 3.327  0.009
C: 3.739 -1.038 2.617  -0.562
O: 2.632 -1.443 2.372  0.136
O: 4.914 -1.637 2.433  0.007
C: 4.976 -2.920 1.785  -0.029
H: 1.805 0.026 4.909  0.063
H: 1.791 1.812 5.090  0.076
H: 3.072 0.810 5.877  0.068
H: 3.735 2.022 3.711  0.127
H: 2.318 1.137 2.911  0.117
H: 4.395 -2.942 0.863  0.077
H: 4.664 -3.768 2.394  0.090
H: 6.003 -3.179 1.527  0.090
C: 0.420 -3.792 -2.359  -0.042
C: 1.260 -3.663 -1.002  -0.156
O: 2.471 -2.946 -1.218  0.013
C: 2.607 -1.628 -1.059  -0.491
O: 1.695 -0.923 -0.640  0.086
O: 3.945 -1.268 -1.216  -0.036
C: 4.263 0.135 -1.128  -0.014
H: -0.027 -2.829 -2.603  0.031
H: -0.407 -4.502 -2.331  0.069
H: 1.095 -4.026 -3.182  0.074
H: 1.593 -4.676 -0.779  0.117
H: 0.621 -3.204 -0.246  0.107
H: 3.873 0.380 -2.116  0.098
H: 5.329 0.347 -1.207  0.097
H: 3.746 0.731 -0.376  0.095